C102H183N9 | ωB97M-V/def2-TZVPD

Output
HOMO-LUMO gap ... 0.3200 Ha
Net charge ... 0
HOMO energy ... -8.030 eV
Calculated total energy ... -122144.84381 eV

Each line ends with the Mulliken charge.
Geometry (Å):
N  7.051  -1.758  3.001  1.032
N  0.311  5.466  -2.584  0.246
N  -5.696  3.568  -1.856  0.094
N  -2.484  0.902  7.140  0.111
N  0.615  -0.684  0.321  2.024
N  -3.720  -2.397  -5.546  0.484
N  -6.170  2.447  2.784  1.045
N  1.254  0.756  -7.809  0.826
N  0.159  -3.836  3.449  0.731
C  1.704  -0.538  -8.425  -0.144
C  5.274  0.721  -2.714  -0.772
C  -0.193  -5.907  -1.161  0.014
C  -5.395  3.201  3.744  1.069
C  4.415  1.819  6.575  -0.696
C  0.373  -6.086  4.787  -1.235
C  -4.698  -4.567  1.370  -0.311
C  4.225  3.738  2.396  0.450
C  -6.410  1.420  -0.814  -0.223
C  -2.544  -1.575  -5.744  -0.767
C  4.781  3.965  1.162  -0.121
C  -4.699  1.748  7.767  -1.723
C  8.342  -2.112  3.548  -0.658
C  -5.442  5.617  -0.649  -1.834
C  1.697  -2.933  -3.972  0.832
C  -3.501  1.833  6.802  0.192
C  -4.273  3.227  -2.026  0.869
C  0.668  -3.852  -4.178  -0.533
C  3.250  1.424  4.558  -0.940
C  6.916  -4.016  -1.652  -0.775
C  6.186  -3.050  -0.959  -0.116
C  -0.637  0.059  0.677  -0.677
C  5.318  0.898  6.257  -0.987
C  -1.649  7.109  2.494  -0.792
C  -0.297  2.546  -8.288  -0.578
C  0.976  1.762  -8.788  -0.693
C  0.958  -5.235  -4.296  -0.472
C  -3.718  -3.880  -0.704  -0.199
C  3.355  2.080  5.739  -0.664
C  5.706  -3.613  4.045  -1.864
C  -1.313  1.153  6.283  0.166
C  8.063  0.617  -3.124  -0.730
C  -0.271  -5.936  0.244  -0.090
C  0.431  -1.877  -0.468  -0.541
C  -3.568  -1.166  5.999  -0.094
C  3.274  -4.716  -4.007  -0.411
C  7.512  0.587  2.007  -1.146
C  7.145  -0.046  -4.024  -0.581
C  -0.124  0.155  6.473  -1.040
C  -2.209  -0.762  -4.498  0.396
C  3.327  5.927  2.548  -0.384
C  -7.532  2.918  2.637  -0.802
C  4.211  0.457  4.205  0.256
C  2.727  0.396  0.619  0.769
C  -4.494  -2.736  -6.710  -0.383
C  7.548  1.314  -2.050  -0.367
C  2.986  -3.378  -3.865  -0.834
C  4.721  5.313  0.731  -0.800
C  -1.198  -8.117  -1.256  -0.827
C  3.468  4.660  3.088  -0.201
C  -3.424  -3.544  -4.696  1.167
C  5.238  0.280  5.018  0.275
C  1.068  3.940  -0.716  -0.243
C  -6.033  4.257  -0.642  -0.354
C  -3.900  -4.829  0.292  -0.395
C  -4.629  -4.359  -4.269  -1.639
C  -0.323  -4.726  4.515  -0.475
C  -0.078  4.562  -1.510  0.381
C  -1.266  5.465  4.127  -0.641
C  -0.427  -1.631  -1.677  0.238
C  -4.612  0.533  2.748  0.075
C  1.495  -3.316  3.774  -0.526
C  -0.363  1.042  1.783  -0.309
C  -2.113  -2.950  2.859  -0.583
C  1.560  0.174  -0.332  -1.249
C  1.591  4.072  -4.262  0.017
C  -5.360  -3.317  1.431  -0.438
C  -5.408  4.663  3.456  -1.228
C  2.277  -5.664  -4.222  -1.177
C  -1.788  6.727  -2.906  -1.444
C  1.992  1.230  -6.672  -0.143
C  6.170  -2.834  2.796  1.538
C  -5.163  -1.550  -7.384  -1.282
C  6.108  1.352  -1.824  0.383
C  -2.881  -0.510  7.202  -1.464
C  5.813  0.048  -3.844  -0.440
C  -0.786  5.781  -3.497  -0.314
C  -8.428  3.033  3.932  -1.579
C  0.902  -0.961  -9.622  -1.605
C  -0.732  -7.106  0.909  -0.315
C  -4.131  2.528  -3.391  -1.562
C  -6.058  1.008  3.008  -1.299
C  -4.179  -2.631  -0.567  -0.799
C  1.966  0.181  -5.517  -0.221
C  1.502  5.262  -3.322  -1.601
C  -1.166  -8.233  0.135  -0.526
C  2.239  -2.645  2.548  1.241
C  7.100  -0.933  1.804  0.178
C  -1.724  4.492  3.315  -0.802
C  -0.715  -6.970  -1.861  -0.160
C  -2.104  6.127  1.614  0.016
C  -5.093  -2.349  0.482  -0.422
C  -6.539  2.395  -1.944  -1.227
C  -2.254  4.826  2.062  0.581
C  -1.128  6.803  3.762  -0.761
C  5.317  -5.737  -0.991  -0.585
C  6.477  -5.386  -1.667  -0.642
C  3.951  6.292  1.373  -0.753
C  5.082  -3.447  -0.260  0.478
C  9.478  -2.440  2.539  -1.354
C  4.631  -4.763  -0.286  -1.052
C  -0.739  -2.665  3.426  0.733
H  -0.379  -4.219  5.471  0.227
H  0.684  1.313  -9.723  0.331
H  2.506  -6.696  -4.292  0.461
H  -2.453  6.327  0.578  -0.331
H  -4.299  0.965  1.840  0.445
H  1.491  2.065  -6.201  -0.360
H  4.280  -5.070  -3.750  0.412
H  4.529  -2.704  0.293  -0.094
H  -5.398  1.125  -0.576  0.016
H  -1.515  -9.176  0.629  0.330
H  -2.649  -0.889  -6.639  0.310
H  0.944  -0.136  -5.235  -0.331
H  0.798  0.531  6.008  -0.032
H  -4.413  2.086  8.769  0.323
H  3.808  -5.134  0.196  0.917
H  -8.425  2.185  4.594  0.274
H  9.710  -1.634  1.871  0.263
H  -2.644  4.101  1.338  0.821
H  6.128  -0.909  1.382  -0.474
H  -5.482  -1.357  0.439  0.441
H  0.160  -5.891  -4.532  0.791
H  8.709  -1.325  4.224  0.344
H  4.993  -6.777  -0.936  0.395
H  5.138  -0.433  -4.526  0.395
H  -2.878  -2.226  3.072  -0.742
H  1.081  -2.005  -9.830  0.440
H  -5.830  3.727  0.261  0.354
H  0.064  -0.889  -2.309  0.066
H  1.071  1.069  -0.597  0.153
H  -2.638  -4.123  -5.205  0.280
H  3.762  -2.610  -3.706  0.408
H  -3.764  2.737  -1.185  -0.143
H  1.796  3.497  -1.378  0.403
H  8.173  1.868  -1.387  0.451
H  2.756  -0.425  -8.760  0.206
H  -7.593  3.839  2.063  0.402
H  -0.772  -7.182  2.007  0.084
H  2.891  4.335  3.958  0.242
H  0.648  3.186  -0.094  -0.354
H  2.517  -0.726  -5.790  0.381
H  5.416  -3.024  4.897  0.201
H  -3.840  0.799  3.522  -0.334
H  7.049  -6.145  -2.125  0.450
H  6.177  0.636  6.862  0.439
H  -5.429  -3.673  -3.989  0.340
H  -1.646  -8.933  -1.846  0.338
H  6.364  -4.416  4.284  0.556
H  -2.075  -1.113  7.476  0.621
H  -3.089  -0.068  -4.377  -0.187
H  1.471  -2.547  4.589  0.037
H  1.181  -0.372  -10.474  0.476
H  -4.497  -0.737  -7.694  0.311
H  -0.757  3.670  -1.822  -0.061
H  -2.272  6.534  -1.952  0.013
H  -1.369  -0.628  1.050  0.463
H  -0.962  5.273  5.160  0.387
H  7.525  -0.508  -4.965  0.350
H  5.708  1.984  -1.011  0.075
H  -7.075  0.543  -1.018  0.498
H  1.480  3.131  -3.572  -0.104
H  -4.410  1.476  -3.288  0.339
H  4.401  2.716  2.827  -0.006
H  7.516  1.013  1.030  0.241
H  1.459  -2.421  1.753  -0.361
H  2.409  1.620  3.890  1.344
H  -1.854  -1.284  -3.643  -0.637
H  -1.037  1.710  -8.068  0.048
H  2.496  0.540  -4.591  0.255
H  -4.660  -0.555  2.621  -0.251
H  -2.504  -3.938  3.056  0.671
H  -4.728  -5.281  2.216  0.336
H  -0.922  -2.293  4.439  -0.103
H  -1.758  3.471  3.625  0.659
H  -1.524  1.013  5.199  -0.157
H  9.328  -3.303  1.948  0.308
H  -0.344  -3.512  -3.978  0.096
H  1.419  -2.184  -0.693  0.760
H  2.554  4.054  -4.763  0.525
H  -6.347  0.735  4.017  0.311
H  -3.754  4.186  -2.103  0.003
H  4.391  2.314  7.621  0.185
H  3.031  -3.309  2.115  -0.297
H  7.875  -3.862  -2.184  0.363
H  -5.197  0.787  7.765  0.368
H  -4.692  5.149  4.195  0.290
H  -1.453  -1.426  -1.462  0.209
H  1.535  4.744  -0.089  0.187
H  -7.928  2.147  1.943  0.586
H  0.212  -5.006  -1.560  0.299
H  -0.921  2.146  6.474  0.665
H  -4.398  2.818  3.707  -0.609
H  -3.799  1.768  5.671  -0.143
H  2.286  0.720  1.531  -0.193
H  4.743  -4.075  3.819  0.431
H  -7.651  2.671  -1.897  0.473
H  5.992  -0.475  4.712  0.303
H  -0.265  -0.839  6.004  0.030
H  -0.206  -0.948  -9.496  0.260
H  0.037  -0.021  7.558  0.475
H  -1.342  -0.092  -4.687  0.177
H  -2.047  -3.049  1.786  0.050
H  -6.754  0.583  2.301  0.574
H  0.798  3.987  -4.991  -0.057
H  2.394  5.189  -2.718  0.460
H  -9.449  3.275  3.615  0.457
H  -1.040  0.584  -0.218  0.647
H  -4.388  -4.958  -3.368  0.403
H  5.368  5.610  -0.067  0.422
H  -1.371  -4.948  4.265  0.331
H  -1.258  4.799  -3.752  0.021
H  -3.331  -5.744  0.191  0.371
H  3.378  1.206  0.326  0.208
H  -1.717  -2.208  -6.018  0.309
H  -4.048  -1.892  -1.336  0.658
H  -0.710  7.574  4.376  0.521
H  10.398  -2.698  3.088  0.440
H  4.239  0.652  -2.692  0.684
H  -4.941  -5.010  -5.060  0.507
H  -7.121  4.388  -0.643  0.477
H  8.212  -3.044  4.179  0.512
H  -0.506  -2.513  -2.252  -0.514
H  -1.618  8.159  2.184  0.346
H  -0.351  6.250  -4.365  0.644
H  1.563  -1.225  -7.592  0.219
H  9.118  0.553  -3.186  0.426
H  2.700  -1.735  2.939  -0.643
H  -3.560  -0.557  8.057  0.478
H  -4.416  5.652  -0.206  0.128
H  2.111  -4.163  4.105  0.377
H  -0.785  5.095  -0.848  -0.204
H  -3.076  2.624  -3.833  0.315
H  6.575  -3.637  2.167  0.279
H  3.082  1.431  -6.792  0.199
H  0.212  -6.660  3.920  0.136
H  3.842  7.268  0.875  0.362
H  3.149  -0.594  0.771  -0.917
H  -0.123  -6.605  5.676  0.361
H  -4.815  2.968  -4.181  0.372
H  -0.022  3.125  -7.368  -0.068
H  -0.065  -2.594  0.230  -0.896
H  -3.176  -4.079  -1.645  0.190
H  -0.060  0.490  2.713  -0.230
H  -3.198  2.909  6.866  0.399
H  1.472  -1.848  -3.749  0.517
H  -5.457  2.369  7.322  0.482
H  -2.819  -1.283  5.186  -0.163
H  2.636  6.549  3.028  0.494
H  -0.850  -6.856  -2.896  0.390
H  -0.202  -1.935  2.848  -0.402
H  -4.429  -0.567  5.675  -0.146
H  -5.037  4.848  2.459  -0.084
H  -6.697  1.809  0.141  -0.033
H  -1.323  1.565  2.066  -0.222
H  7.717  -1.329  1.015  0.384
H  0.415  1.728  1.570  -0.151
H  6.604  -2.059  -0.907  0.591
H  -5.927  -1.037  -6.692  0.228
H  5.370  3.297  0.565  0.249
H  -5.707  -1.948  -8.264  0.408
H  -3.940  -2.098  6.341  0.663
H  -0.701  3.318  -8.933  0.452
H  -5.495  5.986  -1.647  0.493
H  -1.450  7.754  -2.883  0.424
H  -0.105  -4.988  0.776  0.379
H  4.124  -0.187  3.313  -0.014
H  -5.296  -3.418  -6.507  0.372
H  1.935  -0.123  -1.308  0.340
H  8.513  0.692  2.480  0.337
H  -3.778  -3.237  -7.422  0.341
H  5.242  -2.415  2.311  -1.416
H  -6.082  6.174  -0.015  0.610
H  -6.460  5.027  3.549  0.496
H  -6.448  1.976  -2.922  0.428
H  -2.665  6.795  -3.494  0.492
H  1.604  6.131  -3.966  0.631
H  -5.918  -3.129  2.292  0.472
H  1.432  -6.112  5.031  0.346
H  -5.761  2.819  4.817  -0.281
H  -8.101  3.897  4.481  0.344
H  2.653  2.865  6.047  0.429
H  -2.894  -3.278  -3.754  -1.113
H  6.770  1.057  2.635  0.063
H  1.879  2.331  -8.973  0.308